1.
Here is C5H7NO in the gas phase from the Open Molecules 2025 dataset. Energies are from ωB97M-V/def2-TZVPD.

Values from the calculation:
Total charge: 0
Kohn-Sham gap in eV: 9.60
SMILES: OC=C=C[C@H]1CN1
Energy in eV: -8832.197
Highest occupied orbital energy in eV: -9.04
E_LUMO in eV: 0.5524
Energy relative to the best compared isomer or geometry (same formula, charge and spin) in kJ/mol: 386.5

Geometry as XYZ:
```
14
Properties=species:S:1:pos:R:3:forces:R:3
O 2.5864 -1.4101 0.3651 1.7462 -1.3623 0.1017
N -1.7619 0.3171 0.8644 0.1119 -0.3828 0.6775
C 0.2629 0.8758 -0.4861 -0.2521 1.0203 -2.2713
C -1.1544 0.8674 -0.3206 -1.2419 0.8131 -0.3125
C 1.0429 0.3095 0.3379 -0.6029 -0.1890 -0.4470
C 2.1940 -0.1677 0.5660 1.0283 0.1313 1.7322
C -1.8420 -0.4399 -0.3743 -0.8210 -0.1315 -0.4836
H -2.8360 -0.4702 -0.7998 -0.0591 -0.1524 -0.0486
H -1.0387 -0.1051 1.4436 0.0038 0.1782 0.0999
H 0.6896 1.2648 -1.4425 -0.5049 -0.2519 0.7016
H -1.2540 -1.3481 -0.5045 0.0430 0.3095 0.0707
H -1.6219 1.7620 -0.6956 -0.5835 0.0302 -0.1787
H 2.7760 0.5158 1.1415 1.5097 -0.3936 0.4728
H 1.9571 -1.9713 -0.0952 -0.3775 0.3809 -0.1147
```
Forces are in eV/Å.

***

2.
Here is a molecular structure, C61H52CaN7O7P3Te from the Open Molecules 2025 dataset. Energies are from ωB97M-V/def2-TZVPD.

Values from the calculation:
Total charge: 0
Kohn-Sham gap in eV: 7.83
Energy in eV: -142476.809
Highest occupied orbital energy in eV: -7.83
E_LUMO in eV: -0.0039
Energy relative to the best compared isomer or geometry (same formula, charge and spin) in kJ/mol: 0.0

Geometry as XYZ:
```
132
Properties=species:S:1:pos:R:3:forces:R:3
Te 0.8979 -2.9649 -1.0785 0.0398 0.0017 -0.1906
Ca -1.6494 0.8432 -0.1756 0.3488 -0.0884 0.0589
P -3.1184 2.7401 -2.6007 0.1798 -0.0062 -0.1833
P 1.4409 0.4954 2.1308 0.0305 -0.0619 -0.0235
P -4.9399 1.2878 -0.6238 0.0426 -0.0019 0.0698
O -6.0322 2.2112 0.0942 -0.0064 -0.0140 -0.0072
O -3.2115 4.1950 -2.8343 0.0078 -0.0104 0.0286
O -3.2698 1.9318 -3.9938 -0.0141 0.0645 -0.0309
O -4.4334 2.2487 -1.8113 -0.1603 0.1216 0.0430
O -1.9017 2.1554 -1.9205 -0.2317 0.0729 0.0531
O -3.7789 1.1001 0.3399 -0.1644 -0.0681 -0.1922
O -5.6067 0.0953 -1.1908 -0.1033 -0.0533 -0.0121
N 0.8860 0.8397 -0.6158 0.1121 0.0124 0.0906
N 0.4169 2.6330 3.6070 0.0479 -0.0208 -0.0087
N -3.5580 -1.1998 -2.4462 0.0515 0.0277 0.0577
N 0.6605 -2.1349 2.5720 -0.0072 -0.0340 -0.0195
N 3.0140 1.1074 -0.0758 -0.0360 0.1248 0.0282
N -0.8143 2.1530 1.8408 0.1171 -0.0072 -0.1547
N -0.7950 -1.0391 1.3256 -0.1982 0.0935 0.3166
C -4.8669 -2.5778 0.5091 0.0326 0.0850 -0.0688
C -2.5833 3.9059 1.9883 -0.0016 0.0295 0.0216
C 5.0126 -2.6342 -2.5799 0.0045 0.0450 -0.0036
C -1.1379 6.9679 5.0087 0.0016 -0.0022 -0.0042
C -4.8732 -3.7934 -0.1581 -0.0049 -0.0068 -0.0074
C 5.3418 0.9139 -4.2575 -0.0060 -0.0107 -0.0091
C -1.4717 -6.2458 3.8238 -0.0025 0.0047 -0.0006
C -1.1717 6.7084 6.3717 0.0018 -0.0055 0.0080
C -1.3712 3.2262 2.4768 -0.0084 -0.0575 -0.0325
C 6.2221 1.9638 -4.0351 0.0014 0.0082 0.0002
C 0.3464 -0.9440 1.9846 0.0952 -0.0995 -0.0389
C 2.9643 -2.5964 -1.3117 0.0172 0.0003 -0.0380
C -0.7855 4.6253 4.5620 0.0395 -0.0027 -0.0132
C 3.6569 -2.0353 -0.2415 -0.0136 -0.0463 -0.0609
C 0.0682 0.2987 -3.5129 0.0149 0.0228 0.0076
C 2.9228 1.3067 -1.4294 -0.0389 -0.0551 -0.0215
C 0.6233 -6.2867 -3.8986 0.0092 -0.0058 -0.0025
C 0.7837 -5.5187 -2.7535 0.0032 -0.0114 -0.0085
C 5.0156 -1.7716 -0.3453 0.0670 -0.0826 0.0495
C 1.8233 -2.4313 3.3928 0.0434 -0.0043 0.0138
C -2.6894 4.2820 0.6524 0.0178 0.0353 0.0238
C -0.4324 -7.0968 3.4742 0.0091 -0.0025 -0.0052
C 1.5941 1.1349 -1.7485 0.0037 0.0764 -0.0712
C 4.2363 1.1698 0.7042 0.0059 0.1431 0.0307
C 6.0294 2.8101 -2.9524 0.0047 0.0033 0.0006
C -0.3470 -3.0176 2.2740 -0.0789 0.0182 0.0673
C -1.0170 5.4087 6.8318 -0.0042 0.0079 0.0068
C 1.4989 2.6076 4.5778 0.0014 -0.0009 0.0188
C 1.3151 2.3121 -3.9184 -0.0095 -0.0255 -0.0131
C 4.9581 2.6070 -2.0954 -0.0042 -0.0083 0.0111
C 0.6701 -4.1338 -2.8226 -0.0025 0.0360 0.1336
C 0.6411 -6.6142 2.7381 -0.0228 -0.0039 0.0067
C 1.7597 0.8291 0.3790 0.0690 0.0060 -0.0857
C -4.8388 5.2616 1.0919 -0.0196 -0.0125 -0.0080
C -0.3606 -4.4217 2.7124 0.0300 0.0134 -0.0382
C -2.5654 -0.9835 -1.8965 0.2046 -0.1900 -0.0297
C -0.9436 5.9336 4.1076 0.0083 -0.0114 0.0147
C 0.3880 -3.5217 -4.0399 -0.0028 -0.0125 -0.0081
C 0.6751 -5.2827 2.3533 0.0204 -0.0080 0.0134
C -2.5193 -4.0409 0.2578 -0.0354 0.0511 0.0144
C -1.2542 -2.3143 1.5158 0.0478 -0.0117 -0.0651
C -3.6872 -2.0908 1.0534 -0.0139 0.0319 -0.0151
C 0.2614 1.8140 2.5293 -0.0564 0.0122 0.0026
C -1.4366 -4.9124 3.4466 -0.0127 -0.0031 -0.0007
C 0.3504 -5.6745 -5.1138 0.0035 0.0017 0.0138
C 5.6996 -2.0687 -1.5154 -0.0203 -0.0146 -0.0009
C -0.6147 3.5390 3.5832 -0.1529 0.0685 0.0701
C -0.5151 0.4050 -4.7635 -0.0133 -0.0230 -0.0245
C -0.8293 4.3711 5.9314 -0.0008 -0.0024 -0.0216
C 3.6523 -2.8935 -2.4837 -0.0011 -0.0253 0.0170
C -3.6215 4.1967 2.8704 0.0129 0.0379 0.0115
C -0.1791 1.4616 -5.5972 0.0009 -0.0110 -0.0038
C -3.6978 -4.5235 -0.2873 0.0202 -0.0018 0.0206
C 0.2340 -4.2937 -5.1836 -0.0059 -0.0032 -0.0142
C 0.7350 2.4154 -5.1732 0.0166 0.0096 0.0259
C 4.0769 1.5497 -2.3091 -0.0117 -0.0330 0.0296
C -4.7449 4.8740 2.4242 0.0015 -0.0125 -0.0107
C 0.9839 1.2502 -3.0832 0.0530 -0.0049 0.0404
C -2.5082 -2.8171 0.9295 0.0141 -0.0985 0.0289
C 4.2762 0.7048 -3.3977 0.0630 0.0341 -0.0152
C -3.8154 4.9590 0.2023 0.0059 -0.0418 -0.0155
H -3.5458 3.8889 3.9062 -0.0111 -0.0092 0.0040
H 2.6862 -2.6849 2.7754 -0.0162 -0.0161 0.0064
H 1.2400 1.9943 5.4408 -0.0117 -0.0002 -0.0063
H -3.6970 -5.4677 -0.8171 -0.0043 -0.0007 -0.0032
H 4.3791 2.1679 1.1213 0.0025 -0.0057 0.0029
H -1.2643 7.9791 4.6451 -0.0009 0.0027 -0.0033
H 1.6972 3.6219 4.9144 -0.0029 0.0070 -0.0076
H -3.8827 5.2130 -0.8481 -0.0025 -0.0007 -0.0089
H 3.1327 -1.8064 0.6826 0.0050 -0.0084 0.0027
H -1.3242 7.5170 7.0744 -0.0015 0.0029 0.0024
H 2.0127 3.0654 -3.5739 -0.0063 0.0216 -0.0218
H 0.2248 -6.2747 -6.0057 -0.0002 0.0008 -0.0035
H 7.0534 2.1271 -4.7084 0.0052 -0.0001 -0.0003
H 6.7589 -1.8636 -1.5956 0.0071 -0.0033 0.0009
H 6.7068 3.6366 -2.7819 0.0013 0.0062 0.0017
H 1.4458 -7.2785 2.4511 0.0066 -0.0012 0.0017
H 3.1289 -3.3352 -3.3226 0.0087 0.0051 -0.0084
H -1.6009 -4.6086 0.1612 0.0143 -0.0155 -0.0085
H 2.3927 2.2010 4.1129 0.0001 -0.0006 -0.0059
H 0.0171 -3.8121 -6.1285 -0.0005 0.0015 -0.0020
H 1.5909 -3.2789 4.0318 -0.0049 0.0103 0.0086
H -5.5501 5.0940 3.1134 -0.0061 -0.0006 0.0004
H 0.7119 -7.3638 -3.8400 -0.0018 -0.0060 -0.0009
H -0.1928 -0.5092 -2.8431 -0.0553 -0.0520 -0.0013
H 0.2934 -2.4458 -4.1016 0.0030 0.0461 0.0121
H 5.5364 -2.8688 -3.4983 0.0002 -0.0056 0.0004
H 5.4865 0.2541 -5.1034 -0.0012 -0.0009 0.0013
H -5.6122 2.9709 0.5212 -0.0039 -0.0013 0.0073
H 1.4906 -4.9113 1.7432 -0.0030 -0.0030 0.0094
H -2.2494 -4.2454 3.7049 -0.0057 -0.0013 0.0083
H -0.4621 -8.1373 3.7695 -0.0014 -0.0057 0.0008
H 5.0770 0.9305 0.0581 -0.0414 0.0213 0.0188
H -4.5524 -1.0890 -2.5796 -0.2332 0.1231 0.1031
H -0.6458 1.5545 -6.5694 -0.0027 -0.0030 -0.0017
H 4.1912 0.4490 1.5165 -0.0113 0.0031 0.0056
H -5.7182 5.7870 0.7418 -0.0040 0.0084 0.0005
H -0.9231 6.1296 3.0434 -0.0051 0.0075 -0.0109
H -0.7415 3.3534 6.2918 0.0018 -0.0083 0.0086
H -1.2553 -0.3205 -5.0773 -0.0049 0.0045 0.0158
H 0.9815 3.2524 -5.8135 0.0044 0.0049 0.0033
H 3.5890 -0.1139 -3.5606 -0.0278 -0.0311 -0.0061
H -1.8951 4.0526 -0.0500 -0.0160 -0.0030 0.0074
H -5.7611 -1.9738 0.5683 -0.0316 -0.0169 -0.0049
H 5.5502 -1.3518 0.4996 -0.0198 -0.0470 -0.0432
H -3.6561 2.5255 -4.6487 0.0105 -0.0343 0.0597
H -5.7930 -4.1686 -0.5884 0.0002 0.0054 -0.0070
H -3.6889 -1.1283 1.5500 0.0192 0.0092 -0.0106
H -1.0556 5.2001 7.8930 0.0008 -0.0020 0.0029
H 0.9990 -5.9962 -1.8061 0.0000 -0.0022 0.0061
H 2.0691 -1.5710 4.0099 -0.0089 0.0067 -0.0075
H -2.3136 -6.6218 4.3898 -0.0038 0.0003 0.0026
H 4.7928 3.2849 -1.2662 0.0035 0.0045 -0.0025
```
Forces are in eV/Å.

***

3.
Here is a molecular structure, C3H4O3Pm from the Open Molecules 2025 dataset. Energies are from ωB97M-V/def2-TZVPD.

Values from the calculation:
Total charge: 0
Kohn-Sham gap (alpha / beta) in eV: 6.27 / 6.39
Energy in eV: -25866.485
Highest occupied orbital energy (alpha / beta) in eV: -8.30 / -8.37
E_LUMO (alpha / beta) in eV: -2.0295 / -1.9744
Multiplicity: 6
⟨S²⟩: 8.794
Energy relative to the best compared isomer or geometry (same formula, charge and spin) in kJ/mol: 450.0

Geometry as XYZ:
```
11
Properties=species:S:1:pos:R:3:forces:R:3
Pm 1.7657 1.7310 0.1964 -3.3684 -1.8746 -0.6334
O -2.6702 0.4034 -1.4735 1.4471 0.1503 1.0867
O -1.0390 1.3833 -0.3008 2.7038 1.3338 1.3699
O -0.9564 -0.8131 -0.8467 0.7796 -0.9014 0.6191
C -1.6036 0.3967 -0.8367 -2.4760 -0.3894 -2.2298
C 1.1667 -0.6429 0.4402 0.6956 0.7073 0.2899
C -0.1913 -1.2496 0.2905 -0.2680 0.1657 -0.6859
H 2.6362 3.5459 0.1691 0.3781 0.4625 0.0691
H -0.8053 -1.0942 1.1960 0.2709 -0.0081 0.0070
H -0.1209 -2.3431 0.1430 0.0338 0.3678 0.0892
H 1.8182 -1.3173 1.0224 -0.1964 -0.0139 0.0182
```
Forces are in eV/Å.

***

Question: Look up the energy relative to the best compared isomer or geometry (same formula, charge and spin) of the second one.
Answer: 0.0 kJ/mol

***

Question: The lowest energy relative to the best compared isomer or geometry (same formula, charge and spin) belongs to which entry?
Answer: C61H52CaN7O7P3Te